(1)
DFT (ωB97M-V/def2-TZVPD) results for a gas-phase ion, C4H9N2 (charge +1) at a distorted geometry.

Geometry (Å):
C: 0.6436 -2.6568 -0.0826
C: -0.6958 0.6482 0.1327
C: 0.4361 -0.3683 -0.1546
C: -0.3990 1.7945 0.9863
N: 0.1854 -1.6504 -0.6839
N: -0.0315 0.5948 -1.1759
H: 0.3656 -3.6756 -0.4344
H: 0.8946 -2.8687 0.9360
H: -1.6772 0.1150 0.0464
H: 1.4015 -0.1709 0.2610
H: -1.0704 2.7703 0.7530
H: 0.5833 2.1030 1.0146
H: -0.6996 1.7161 1.9725
H: -0.5583 0.2272 -2.0720
H: 0.6219 1.4215 -1.4990

Its net charge is +1. The calculation puts the HOMO-LUMO gap at 0.4118 hartree. The calculated total energy comes out at -266.97262 Ha. The highest occupied orbital energy comes out at -14.6 eV. For the lowest unoccupied orbital energy, the calculation gives -3.43 eV. Its largest force on an atom is 5.06 eV Å⁻¹.

=====

(2)
DFT (ωB97M-V/def2-TZVPD) results for 7 unconnected molecules or ions with the total composition C12H38IN2O6 at a distorted geometry.

Geometry (Å):
I: 22.3436 -0.2658 -10.8581
C: 18.7294 1.8327 -12.8276
C: 19.6242 3.0354 -12.5449
C: 18.8977 4.3878 -12.4658
O: 18.1365 4.5803 -13.6551
C: 18.7773 5.2350 -14.7466
N: 20.2546 2.8751 -11.2202
H: 19.2077 0.8953 -12.5436
H: 18.5329 1.8664 -13.8992
H: 17.7708 1.8240 -12.3087
H: 20.3629 3.1256 -13.3414
H: 19.5540 5.2517 -12.3618
H: 18.1729 4.3939 -11.6517
H: 18.9391 6.2789 -14.4779
H: 18.0501 5.3751 -15.5464
H: 19.6604 4.7866 -15.2017
H: 20.6929 1.9786 -11.0641
H: 19.5064 2.9122 -10.5428
C: 23.6730 0.9981 -7.1689
C: 23.1954 2.3261 -7.8341
C: 23.4059 3.4832 -6.8672
O: 22.7190 4.6644 -7.2692
C: 22.3732 5.4934 -6.2192
N: 23.9245 2.5143 -9.0610
H: 23.6275 0.1327 -7.8301
H: 23.1004 0.7018 -6.2901
H: 24.7017 0.9734 -6.8093
H: 22.1336 2.1832 -8.0344
H: 24.4816 3.6345 -6.7772
H: 23.0173 3.2268 -5.8817
H: 23.2591 5.8040 -5.6653
H: 21.6597 5.0207 -5.5441
H: 21.9160 6.4341 -6.5260
H: 23.5605 1.6496 -9.4351
H: 24.8707 2.1623 -9.0942
C: 25.0346 -2.7446 -14.2521
O: 25.0448 -2.0741 -12.9645
H: 26.0075 -3.0847 -14.6072
H: 24.4043 -3.6337 -14.2682
H: 24.6794 -2.0003 -14.9648
H: 24.2099 -1.7636 -12.6065
C: 25.3435 -3.2668 -9.9683
O: 25.0663 -2.1154 -9.2258
H: 26.0242 -2.9712 -10.7667
H: 25.7971 -4.1234 -9.4697
H: 24.3596 -3.6106 -10.2874
H: 24.2506 -1.7632 -9.5893
C: 20.9550 -0.7412 -14.6724
O: 21.8304 0.3095 -14.3338
H: 20.2357 -0.9886 -13.8917
H: 20.5427 -0.6697 -15.6788
H: 21.5546 -1.6470 -14.7626
H: 22.0219 0.1803 -13.4020
C: 19.3922 -3.4735 -9.9189
O: 19.4075 -2.1076 -9.5712
H: 20.4002 -3.8219 -9.6941
H: 18.6803 -4.0830 -9.3622
H: 19.2790 -3.4847 -11.0029
H: 20.1651 -1.6575 -9.9519

Its net charge is -1. The calculation puts the HOMO-LUMO gap at 0.3106 hartree. The calculated total energy comes out at -1338.60579 Ha. The highest occupied orbital energy comes out at -5.5 eV. For the lowest unoccupied orbital energy, the calculation gives 2.96 eV. Its largest force on an atom is 2.63 eV Å⁻¹.

=====

(3)
DFT (ωB97M-V/def2-TZVPD) results for a molecular structure, C3H12BFO2Ta at a distorted geometry.

Geometry (Å):
C: 3.3825 0.4307 0.9375
O: 1.9513 0.4919 0.9539
B: 1.4024 0.1764 -0.3339
O: 1.9750 0.7108 -1.5162
Ta: -0.5134 -1.2305 -0.3198
C: -1.7820 0.7046 -0.2480
C: -3.1550 0.4915 0.4291
F: -3.9030 1.6924 0.3213
H: 3.7505 1.1441 0.1725
H: 3.7595 -0.5980 0.7693
H: 3.7552 0.7786 1.9209
H: 1.5538 0.3216 -2.2785
H: -0.4164 -1.3708 1.5262
H: -2.0059 -2.3314 -0.3869
H: -0.5376 -1.1695 -2.1697
H: 0.5784 -2.7412 -0.4160
H: -1.8664 1.1918 -1.2437
H: -1.2146 1.4201 0.3961
H: -2.9813 0.2311 1.4910
H: -3.7329 -0.3443 -0.0052

Its net charge is -1. The calculation puts the HOMO-LUMO gap at 0.2695 hartree. The calculated total energy comes out at -453.57986 Ha. The highest occupied orbital energy comes out at -4.4 eV. For the lowest unoccupied orbital energy, the calculation gives 2.96 eV. Its largest force on an atom is 1.97 eV Å⁻¹.

=====

Question: The lowest largest force on an atom belongs to which entry?
Answer: C3H12BFO2Ta

=====

Copy entry 3 word for word.
DFT (ωB97M-V/def2-TZVPD) results for a molecular structure, C3H12BFO2Ta at a distorted geometry.

Geometry (Å):
C: 3.3825 0.4307 0.9375
O: 1.9513 0.4919 0.9539
B: 1.4024 0.1764 -0.3339
O: 1.9750 0.7108 -1.5162
Ta: -0.5134 -1.2305 -0.3198
C: -1.7820 0.7046 -0.2480
C: -3.1550 0.4915 0.4291
F: -3.9030 1.6924 0.3213
H: 3.7505 1.1441 0.1725
H: 3.7595 -0.5980 0.7693
H: 3.7552 0.7786 1.9209
H: 1.5538 0.3216 -2.2785
H: -0.4164 -1.3708 1.5262
H: -2.0059 -2.3314 -0.3869
H: -0.5376 -1.1695 -2.1697
H: 0.5784 -2.7412 -0.4160
H: -1.8664 1.1918 -1.2437
H: -1.2146 1.4201 0.3961
H: -2.9813 0.2311 1.4910
H: -3.7329 -0.3443 -0.0052

Its net charge is -1. The calculation puts the HOMO-LUMO gap at 0.2695 hartree. The calculated total energy comes out at -453.57986 Ha. The highest occupied orbital energy comes out at -4.4 eV. For the lowest unoccupied orbital energy, the calculation gives 2.96 eV. Its largest force on an atom is 1.97 eV Å⁻¹.